1.
ORCA calculation (ωB97M-V/def2-TZVPD) on a cluster of 13 separate species, C21H68O21 in total at a distorted geometry.

Energy relative to the best compared isomer or geometry (same formula, charge and spin)   47.7 kcal per mole
Electronic energy   -65870.6620 eV
HOMO level   -9.12 eV
Orbital gap   9.05 eV

Last column: Mulliken charge in e.
Element x y z (Å)
C (-3.7838, -0.3354, -0.2797)  0.87
C (-3.9230, 0.6537, -1.4471)  -0.28
O (-4.9098, 0.2128, -2.4150)  -0.54
O (-4.7921, 0.0229, 0.6874)  -0.57
H (-2.8269, -0.2066, 0.2261)  -0.88
H (-3.9586, -1.3661, -0.5881)  0.35
H (-2.9668, 0.5977, -1.9675)  0.00
H (-4.1533, 1.6629, -1.1055)  0.38
H (-5.7778, 0.1906, -2.0055)  0.33
H (-5.6427, 0.0356, 0.2425)  0.31
C (2.0035, 4.6028, 0.0773)  0.56
C (2.9126, 5.4168, 1.0347)  -0.86
O (3.2189, 6.6795, 0.5283)  -0.55
O (0.7596, 5.2084, -0.0087)  -0.64
H (1.9710, 3.5444, 0.3358)  -0.16
H (2.4325, 4.7549, -0.9132)  0.20
H (3.8157, 4.8678, 1.3013)  0.31
H (2.4143, 5.4272, 2.0041)  0.38
H (2.4536, 7.2459, 0.6517)  0.34
H (0.1006, 4.5258, -0.1543)  0.60
C (-2.5026, 4.0760, 1.4837)  -0.59
C (-1.6494, 2.8901, 0.9578)  0.63
O (-1.0713, 3.2788, -0.2852)  -0.62
O (-1.5944, 5.1019, 1.8151)  -0.55
H (-2.9970, 3.7202, 2.3876)  0.41
H (-3.2400, 4.3025, 0.7136)  0.27
H (-2.2225, 1.9758, 0.8044)  -0.42
H (-0.9219, 2.5984, 1.7153)  0.06
H (-0.6854, 2.5258, -0.7388)  0.33
H (-0.9886, 5.2782, 1.0915)  0.39
C (-3.2822, -2.3428, 2.5594)  -0.04
C (-2.3177, -3.0487, 3.5696)  -0.97
O (-0.9971, -2.6552, 3.2477)  -0.60
O (-3.3012, -0.8880, 2.7259)  -0.59
H (-4.2622, -2.7638, 2.7837)  0.54
H (-3.0640, -2.6062, 1.5244)  0.02
H (-2.3972, -4.1343, 3.5132)  0.51
H (-2.5661, -2.7328, 4.5828)  0.44
H (-0.6492, -3.2637, 2.5917)  0.13
H (-3.9212, -0.4639, 2.1281)  0.29
C (0.8841, -0.1359, -0.0838)  -0.62
C (0.7597, 0.1214, -1.6079)  0.00
O (0.0661, 1.3804, -1.7181)  0.02
O (-0.2818, -0.7697, 0.4549)  1.61
H (1.0954, 0.7785, 0.4706)  0.21
H (1.7760, -0.7345, 0.1014)  -0.03
H (0.2868, -0.6131, -2.2598)  0.07
H (1.7068, 0.4014, -2.0692)  0.22
H (-0.1596, 1.5806, -2.6295)  -0.24
H (-0.2894, -0.5736, 1.3946)  -0.45
C (0.0735, 0.3636, 4.5694)  -0.50
C (-1.2628, 0.8645, 5.1720)  -0.48
O (-2.2085, -0.2064, 5.2479)  -0.58
O (-0.1651, -0.0792, 3.2484)  -0.24
H (0.4480, -0.4370, 5.2073)  0.32
H (0.8312, 1.1470, 4.5836)  0.44
H (-1.6115, 1.7790, 4.6922)  0.15
H (-1.1180, 1.2047, 6.1974)  0.40
H (-2.5592, -0.4412, 4.3857)  0.28
H (-0.6954, -0.8745, 3.3377)  -0.23
C (-0.7132, -4.1434, -0.7077)  -0.33
C (-0.7370, -5.1504, 0.4874)  -0.76
O (0.0697, -4.6420, 1.5216)  -0.37
O (-1.5021, -3.0271, -0.4921)  -0.23
H (-0.9751, -4.6922, -1.6122)  0.34
H (0.2845, -3.7571, -0.9165)  0.28
H (-0.3238, -6.0572, 0.0457)  0.48
H (-1.7364, -5.4346, 0.8168)  0.31
H (0.0984, -5.3675, 2.1496)  0.23
H (-0.9069, -2.3406, -0.1821)  -0.05
C (2.6228, -2.5407, 3.0314)  0.40
C (2.9219, -3.3858, 1.7811)  -0.28
O (4.1859, -3.0312, 1.2447)  -0.51
O (3.4208, -3.0577, 4.0889)  -0.58
H (1.5609, -2.6779, 3.2355)  -0.10
H (2.5740, -1.4550, 2.9471)  0.13
H (2.2216, -3.2483, 0.9571)  -0.20
H (2.8788, -4.4500, 2.0127)  0.58
H (4.8158, -3.6299, 1.6526)  0.27
H (3.1605, -3.9760, 4.1923)  0.36
C (4.0478, 1.2374, 1.1728)  -0.49
O (5.2796, 1.8921, 1.5096)  -0.58
H (3.6106, 1.6873, 0.2814)  0.25
H (3.9395, 0.1555, 1.0971)  0.27
H (3.3279, 1.6111, 1.9010)  0.25
H (5.9447, 1.7018, 0.8439)  0.29
C (-1.1599, 0.8219, -6.3668)  -0.90
O (-0.5757, 0.5622, -5.1694)  -0.49
H (-1.6051, 1.8166, -6.3916)  0.33
H (-0.3836, 0.7243, -7.1257)  0.33
H (-2.0066, 0.1614, -6.5534)  0.31
H (-0.4957, -0.3881, -5.0588)  0.24
C (0.5395, 3.7748, -5.1800)  -0.76
O (-0.3227, 3.0718, -4.3307)  -0.39
H (0.4027, 4.8562, -5.1724)  0.28
H (1.5770, 3.5641, -4.9206)  0.26
H (0.3589, 3.5367, -6.2282)  0.29
H (-0.4534, 2.1509, -4.5685)  0.46
C (-1.1841, -3.0682, -4.5286)  -0.49
O (0.0410, -2.3171, -4.4639)  -0.57
H (-1.2286, -4.1292, -4.7744)  0.34
H (-1.6879, -2.9403, -3.5705)  0.13
H (-1.7777, -2.5716, -5.2961)  0.26
H (0.6133, -2.7933, -3.8578)  0.27
C (4.6860, -1.6001, -2.0010)  -0.47
O (3.6037, -1.2233, -2.8064)  -0.45
H (4.9181, -0.8515, -1.2436)  0.14
H (4.5292, -2.5559, -1.5011)  0.15
H (5.5118, -1.7438, -2.6978)  0.36
H (3.7367, -0.4254, -3.3235)  0.26

---

2.
ORCA calculation (ωB97M-V/def2-TZVPD) on a structure of composition C23H21ClNO8S at a distorted geometry.

Energy relative to the best compared isomer or geometry (same formula, charge and spin)   32.3 kcal per mole
Electronic energy   -65412.0687 eV
HOMO level   -3.26 eV
Charge   -1
Orbital gap   4.41 eV

Last column: Mulliken charge in e.
Element x y z (Å)
C (-1.2280, -5.8210, 0.5829)  -0.69
O (-1.8138, -4.7313, 1.3329)  -0.49
C (-1.0622, -3.7109, 1.8008)  0.19
C (-1.6037, -2.4415, 1.9008)  -1.12
C (-0.8336, -1.3600, 2.3588)  0.69
C (-1.3288, -0.0088, 2.1151)  -1.23
C (-0.6680, 1.1660, 2.6917)  0.49
C (-1.3617, 2.1215, 3.4763)  -0.51
C (-0.7043, 3.2130, 4.0033)  -0.68
C (0.6808, 3.3911, 3.7699)  0.99
O (1.2615, 4.5111, 4.2806)  -0.46
C (2.6727, 4.7119, 4.0281)  -0.80
C (1.3900, 2.4266, 3.0179)  -0.60
C (0.7155, 1.3223, 2.5246)  -0.55
C (0.3402, -1.6319, 3.0871)  -0.71
C (0.9870, -2.8512, 2.9444)  -0.08
O (2.2178, -3.0384, 3.4850)  -0.49
C (3.2681, -3.7055, 2.7397)  -0.64
C (0.3443, -3.9243, 2.1749)  1.57
O (0.9491, -4.9774, 1.8533)  -0.80
H (-2.1018, -6.4065, 0.2916)  0.26
H (-0.7065, -5.4436, -0.3053)  0.28
H (-0.5545, -6.4063, 1.2144)  0.26
H (-2.6312, -2.2781, 1.5746)  0.36
H (-2.4130, 0.0817, 1.9883)  0.57
H (-2.4274, 1.9874, 3.6650)  0.38
H (-1.2186, 3.9648, 4.5987)  0.39
H (2.8946, 5.6641, 4.5095)  0.23
H (3.2741, 3.9074, 4.4768)  0.32
H (2.8793, 4.7720, 2.9493)  0.33
H (2.4568, 2.5384, 2.8213)  0.31
H (1.2728, 0.5589, 1.9869)  0.65
H (0.8243, -0.8748, 3.7053)  0.73
H (4.0618, -3.8474, 3.4751)  0.24
H (2.9074, -4.6618, 2.3484)  0.25
H (3.6118, -3.0527, 1.9272)  0.26
O (-2.3095, 1.0586, -9.0552)  -0.60
N (-1.1866, 1.3249, -8.5666)  0.93
O (-0.1781, 1.5222, -9.2840)  -0.60
C (-1.0504, 1.4014, -7.1443)  -0.01
C (0.2007, 1.6850, -6.5705)  -0.42
C (0.3348, 1.7251, -5.1819)  -0.27
C (-0.7716, 1.4989, -4.3409)  -0.13
S (-0.6299, 1.7257, -2.5214)  1.15
C (-0.6481, 0.2316, -1.6739)  -0.64
Cl (-1.0371, 0.1675, -0.0922)  -0.11
O (0.6803, 2.3332, -2.3891)  -0.66
O (-1.8228, 2.4743, -2.1737)  -0.67
C (-2.0197, 1.2283, -4.9285)  -0.31
C (-2.1639, 1.1758, -6.3160)  -0.51
H (1.0453, 1.8776, -7.2292)  0.43
H (1.3123, 1.9563, -4.7671)  0.43
H (-0.0838, -0.5987, -2.0730)  0.32
H (-2.8980, 1.0732, -4.3072)  0.38
H (-3.1268, 0.9748, -6.7805)  0.42

---

3.
ORCA calculation (ωB97M-V/def2-TZVPD) on a cluster of 2 separate species, C12H17BrI4N2OP in total at a distorted geometry.

Electronic energy   -129468.6908 eV
HOMO level   -10.45 eV
Charge   +1
Orbital gap   5.58 eV

Last column: Mulliken charge in e.
Element x y z (Å)
C (2.2478, 2.5043, 1.7311)  -1.25
C (1.5090, 1.2624, 0.9574)  0.07
I (2.4114, 0.7697, -0.9274)  0.17
C (0.3625, 0.5385, 1.5192)  -1.28
I (-0.1593, 1.4409, 3.4913)  0.07
C (-0.4216, -0.6767, 0.8316)  2.22
C (-1.5811, -0.4882, -0.2706)  -1.06
I (-1.2169, 0.8786, -1.9133)  0.37
C (-3.0597, -0.0858, 0.2875)  -0.76
C (-3.0839, 1.3218, 1.1145)  -0.62
I (-4.2575, 0.3341, -1.5439)  0.06
C (-1.2572, -1.3218, 2.1108)  -1.40
N (-0.0816, -1.9511, 2.8553)  0.16
C (0.9352, -2.4326, 2.0849)  -0.17
C (0.3209, -2.1346, 0.5916)  -0.31
P (1.2936, -2.5640, -0.9580)  0.36
O (1.8603, -4.1983, -0.6729)  -0.48
Br (-0.0143, -2.6968, -2.8197)  -0.18
H (1.5384, 3.3809, 1.9462)  0.36
H (2.7208, 2.0285, 2.6688)  0.36
H (3.1179, 2.9405, 1.0980)  0.36
H (-1.7303, -1.5431, -0.7529)  0.47
H (-3.6342, -0.9394, 0.7955)  0.54
H (-3.5598, 1.1966, 2.1523)  0.24
H (-2.0343, 1.8184, 1.1561)  0.15
H (-3.7515, 2.0957, 0.5523)  0.38
H (-1.9810, -0.6601, 2.6958)  0.35
H (-1.9803, -2.2040, 1.8453)  0.39
H (-0.0611, -2.0008, 3.9010)  0.32
H (1.9058, -2.9546, 2.3907)  0.42
H (-0.4975, -2.9790, 0.5627)  0.32
H (1.5289, -4.7683, -1.4204)  0.33
C (1.8193, 2.7237, -4.7784)  -0.69
C (2.6812, 1.5769, -4.4684)  0.37
N (3.3608, 0.6735, -4.2244)  -0.42
H (2.3784, 3.5270, -5.2657)  0.31
H (1.0025, 2.4433, -5.4490)  0.26
H (1.3684, 3.1436, -3.8747)  0.21

---

4.
ORCA calculation (ωB97M-V/def2-TZVPD) on a structure of composition C13H21BCrF4NO3S4Se4.

Energy relative to the best compared isomer or geometry (same formula, charge and spin)   0.0 kcal per mole
Electronic energy   -366158.9023 eV
HOMO level (spin up / spin down)   -2.73 / -2.77 eV
Charge   -2
Orbital gap (spin up / spin down)   6.27 / 6.32 eV
Multiplicity   2

Last column: Löwdin spin population.
Element x y z (Å)
Cr (0.1004, -2.2618, -0.1446)  1.16
C (-0.0645, 1.9692, 2.3254)  0.00
C (0.8278, 3.0028, 1.6147)  0.00
S (1.7117, 2.3891, 0.1521)  0.00
C (3.2945, 1.8795, 0.8565)  0.00
C (3.2373, 0.9936, 2.0884)  0.00
S (2.3649, -0.5869, 1.8605)  0.00
C (1.8887, -0.8511, 3.5886)  0.00
C (0.5568, -0.2473, 4.0148)  0.00
S (0.4340, 1.5678, 4.0351)  0.00
H (-0.0588, 1.0384, 1.7653)  0.00
H (-1.0917, 2.3289, 2.3650)  0.00
H (1.5544, 3.4413, 2.3012)  0.00
H (0.2095, 3.8208, 1.2438)  0.00
H (3.8645, 2.7767, 1.1130)  0.00
H (3.8017, 1.3747, 0.0350)  0.00
H (2.7560, 1.5281, 2.9063)  0.00
H (4.2613, 0.7608, 2.3917)  0.00
H (2.6985, -0.4894, 4.2256)  0.00
H (1.8307, -1.9354, 3.7020)  0.00
H (0.3451, -0.5449, 5.0447)  0.00
H (-0.2523, -0.6415, 3.4027)  0.00
Se (0.6110, -3.7702, 1.7796)  0.00
Se (0.9055, -5.8197, 0.7036)  -0.01
Se (-1.0876, -5.8528, -0.4869)  -0.02
Se (-0.8621, -3.7760, -1.5929)  -0.10
N (0.0794, -0.6511, -1.6123)  0.00
C (-1.1272, -0.0465, -2.1217)  0.00
C (-1.7009, 1.0262, -1.4605)  0.00
C (-2.8569, 1.6159, -1.9576)  0.00
C (-3.4509, 1.1317, -3.1137)  0.00
C (-2.8810, 0.0404, -3.7608)  0.00
C (-1.7262, -0.5476, -3.2690)  0.00
S (-4.9291, 1.8984, -3.7905)  0.00
O (-4.5461, 2.2676, -5.1465)  0.00
O (-5.9398, 0.8523, -3.7319)  0.00
O (-5.1880, 3.0311, -2.9116)  0.00
H (0.6177, -1.0485, -2.3809)  0.00
H (0.6823, 0.0677, -1.2103)  0.00
H (-1.2349, 1.4015, -0.5571)  0.00
H (-3.3112, 2.4632, -1.4620)  0.00
H (-3.3480, -0.3391, -4.6602)  0.00
H (-1.2852, -1.4005, -3.7742)  0.00
F (2.0928, -2.3203, -0.8290)  0.02
B (3.0620, -1.6004, -1.6578)  0.00
F (4.3154, -2.1206, -1.4261)  0.00
F (2.6468, -1.7452, -2.9767)  0.00
F (2.9980, -0.2449, -1.2817)  0.00
C (-1.5068, -1.5770, 0.8056)  -0.04
H (-2.0057, -2.3411, 1.3987)  0.01
H (-2.2019, -1.0923, 0.1182)  0.00
H (-1.0922, -0.8160, 1.4785)  0.00